(1)
Density functional theory data (ωB97M-V/def2-TZVPD) for a molecular structure, C33H46BrN3P2PtSe at a distorted geometry.

Output
Lowest unoccupied orbital energy (alpha / beta) in eV: -11.7 / -14.4
Total charge: +4
Multiplicity: 5

Cartesian coordinates (Å):
C: 3.13300 4.97266 -1.51035
C: 2.00518 4.29066 -2.01479
C: 1.91264 4.04003 -3.39828
C: 2.98881 4.41534 -4.21540
N: 4.08073 4.94259 -3.67921
C: 4.16689 5.28576 -2.40975
C: 0.92972 3.87181 -1.13827
C: -0.03054 3.86579 -0.35903
C: -1.03382 3.11160 0.37264
C: -0.55245 2.14695 1.27770
C: -1.44726 1.12587 1.75034
C: -2.48949 0.92748 0.80890
C: -3.16343 1.99659 0.14216
C: -2.42286 3.17012 0.06247
Pt: -1.20155 -0.55971 0.14854
P: 1.00581 -0.72228 -0.47570
H: 1.00325 3.64882 -3.84847
H: 3.16829 5.31413 -0.48405
H: 2.95847 4.27916 -5.29830
H: 5.06826 5.81435 -2.08499
H: -2.83692 4.06653 -0.42055
H: 0.45954 2.24985 1.64455
H: -4.16322 1.92184 -0.34813
H: -1.50462 0.82145 2.79447
C: 1.93583 -2.33594 -0.26858
C: 3.24589 -2.57428 -1.00152
H: 1.23770 -3.14853 -0.50510
H: 2.10314 -2.43875 0.81272
H: 3.60349 -3.59640 -0.83736
H: 3.15388 -2.45534 -2.08240
H: 4.05239 -1.92400 -0.65231
C: 1.23456 0.03003 -2.15771
C: 2.59820 0.56777 -2.61009
H: 0.53652 0.88536 -2.14380
H: 0.84181 -0.66914 -2.91363
H: 2.57686 0.76377 -3.69566
H: 2.81590 1.53572 -2.13559
H: 3.43061 -0.12194 -2.41852
C: 2.01646 0.43678 0.53800
C: 3.53964 0.39756 0.65618
H: 1.61872 0.26210 1.54798
H: 1.70684 1.44894 0.24195
H: 3.85896 1.18805 1.35592
H: 3.90646 -0.55106 1.07038
H: 4.04123 0.59849 -0.29774
Br: -3.59830 -0.99412 0.92653
P: -2.06266 -1.93846 -1.83577
C: -0.84510 -2.75270 -2.95957
C: -1.30671 -3.98965 -3.71567
H: 0.01914 -3.00868 -2.32997
H: -0.51731 -1.98794 -3.67334
H: -0.46465 -4.39250 -4.28652
H: -1.64840 -4.78983 -3.05770
H: -2.10524 -3.77909 -4.43324
C: -3.17661 -3.35080 -1.36414
C: -4.46823 -3.52249 -2.13728
H: -3.42718 -3.18971 -0.30611
H: -2.58267 -4.28213 -1.38977
H: -5.14603 -4.16361 -1.56483
H: -4.98006 -2.57346 -2.30649
H: -4.31745 -4.00677 -3.10473
C: -2.83056 -0.61480 -2.85646
C: -3.29291 -0.88630 -4.28713
H: -2.07059 0.17720 -2.90181
H: -3.64765 -0.20431 -2.25280
H: -3.73498 0.03132 -4.69944
H: -2.46939 -1.15285 -4.95752
H: -4.05592 -1.66654 -4.36223
C: -1.63718 -2.48361 5.16164
N: -0.80619 -1.35655 4.77940
C: -0.28736 -1.16227 3.53348
Se: -0.65989 -2.22999 2.06039
N: 0.49164 -0.04574 3.64219
C: 0.45381 0.48238 4.92642
C: 1.19258 1.50518 5.51337
C: 1.02472 1.69422 6.89069
C: 0.13035 0.89456 7.62814
C: -0.56342 -0.15705 7.01810
C: -0.38940 -0.33882 5.65249
H: -1.11416 -3.41222 4.91283
H: -2.60174 -2.45803 4.63686
H: -1.78884 -2.41613 6.24237
H: 0.96509 0.41030 2.87282
H: 1.87640 2.09340 4.90114
H: 1.58144 2.47091 7.41680
H: -0.00115 1.08779 8.69230
H: -1.22687 -0.83673 7.55499

=====

(2)
Density functional theory data (ωB97M-V/def2-TZVPD) for a molecular structure, C33H46CaCl3N3O5S5Si.

Output
Lowest unoccupied orbital energy in eV: 4.2
Total charge: -2
Multiplicity: 1
Relative energy (zero: lowest compared OMol25 entry of this formula, charge and spin) in kJ/mol: 2.51

Cartesian coordinates (Å):
Ca: -0.96324 1.06013 1.06940
S: 0.42807 3.59628 1.23372
C: 1.01016 3.32241 2.86145
C: 2.35855 3.50771 3.20229
C: 2.82687 3.28746 4.48589
C: 1.95580 2.86956 5.48646
C: 0.61523 2.67397 5.18311
C: 0.14859 2.88976 3.89346
S: -1.54772 2.68715 3.40596
C: -2.29810 1.63145 4.65767
C: -2.11516 0.11613 4.53242
C: -3.17288 -0.53900 5.39038
C: -3.44562 -1.83969 5.16512
C: -2.92322 -2.47441 4.00236
C: -2.44497 -1.62606 3.00453
C: -2.37858 -2.20019 1.61261
S: -0.84845 -1.82419 0.70936
C: 0.30992 -2.53001 1.86493
C: 0.28618 -3.91818 2.00943
C: 1.10160 -4.56761 2.91664
C: 1.98664 -3.82690 3.68894
C: 2.04245 -2.45423 3.53256
C: 1.20551 -1.78405 2.63651
S: 1.38474 -0.00928 2.54726
N: -2.15545 -0.33725 3.14937
H: 3.03588 3.81379 2.41466
H: 3.87989 3.42950 4.70380
H: 2.31465 2.68706 6.49304
H: -0.06073 2.32251 5.95072
H: -3.36223 1.83602 4.52758
H: -2.02416 1.95320 5.66256
H: -3.64166 0.02547 6.18852
H: -4.13068 -2.38128 5.81316
H: -3.15619 -3.50506 3.77089
H: -3.14455 -1.74625 0.98092
H: -2.54025 -3.27763 1.63876
H: -0.39947 -4.48543 1.39191
H: 1.05241 -5.64524 3.01513
H: 2.63974 -4.31675 4.40121
H: 2.74378 -1.86617 4.11135
N: -0.62885 -0.10667 6.43661
N: -0.74393 -0.25441 5.01780
H: 0.35933 -0.11695 6.65450
H: -1.08124 -0.88501 6.90960
H: -0.65001 -1.23888 4.76858
H: 0.78417 0.20078 3.74934
Cl: -5.81059 2.63013 -0.32580
C: -4.73093 1.64367 -1.33839
Cl: -3.96811 2.68461 -2.56136
Cl: -5.70563 0.41302 -2.16166
C: -3.57919 1.01004 -0.45531
O: -3.33894 -0.18063 -0.62300
O: -3.01995 1.83908 0.29963
C: 3.40664 -0.71904 -5.21388
C: 3.27521 -1.23175 -3.77967
C: 4.12556 -0.38331 -2.83766
C: 3.71602 -2.69097 -3.70024
O: 1.90192 -1.22335 -3.42002
Si: 0.98031 -0.01719 -2.72782
S: 1.29270 0.35061 -0.75068
O: 1.32338 1.26468 -3.74460
C: 0.93254 2.63235 -3.62951
C: -0.51447 2.75881 -3.16331
C: 1.07639 3.21142 -5.03487
C: 1.86767 3.34933 -2.66114
O: -0.57398 -0.49561 -2.99754
C: -1.20323 -1.17408 -4.07222
C: -2.69666 -0.91952 -3.90852
C: -0.90728 -2.66696 -3.94595
C: -0.72069 -0.64049 -5.42071
H: 4.45083 -0.73564 -5.53926
H: 3.02420 0.29983 -5.27148
H: 2.82055 -1.34816 -5.88830
H: 5.18011 -0.46344 -3.11823
H: 3.99722 -0.71142 -1.80670
H: 3.82765 0.66495 -2.88632
H: 4.76075 -2.80220 -4.00270
H: 3.09154 -3.30286 -4.35473
H: 3.60189 -3.05345 -2.67766
H: -1.17856 2.19606 -3.82161
H: -0.82245 3.80727 -3.15736
H: -0.62452 2.36860 -2.15062
H: 0.41522 2.68431 -5.72591
H: 2.10514 3.09082 -5.38220
H: 0.82347 4.27448 -5.04462
H: 1.77892 2.92232 -1.66159
H: 1.61886 4.41242 -2.60753
H: 2.90205 3.24779 -3.00196
H: -3.01602 -1.22337 -2.91207
H: -3.27175 -1.46651 -4.66168
H: -2.90973 0.14683 -4.01208
H: -1.23834 -3.01731 -2.96669
H: 0.16496 -2.84501 -4.03350
H: -1.43360 -3.23044 -4.72216
H: -0.90843 0.43279 -5.48562
H: -1.25163 -1.14024 -6.23626
H: 0.35020 -0.80683 -5.53944

=====

(3)
Density functional theory data (ωB97M-V/def2-TZVPD) for a molecular structure, C33H46ClNOP4W at a distorted geometry.

Output
Lowest unoccupied orbital energy (alpha / beta) in eV: -5.2 / -8.0
Total charge: +2
Multiplicity: 3

Cartesian coordinates (Å):
P: 1.59618 1.13617 -3.50635
C: 3.23105 1.37642 -2.83574
C: 4.30015 0.70651 -3.49789
H: 4.08180 -0.20276 -4.05443
C: 5.56821 1.26235 -3.46714
H: 6.35647 0.85351 -4.09084
C: 5.83108 2.34697 -2.62741
H: 6.81781 2.79504 -2.60794
C: 4.83527 2.84376 -1.77508
H: 5.06253 3.63448 -1.05382
C: 3.52295 2.36270 -1.86661
H: 2.72250 2.75087 -1.23074
C: 0.93726 -0.49819 -3.27222
C: 1.66412 -1.49350 -2.57892
H: 2.48310 -1.19701 -1.91649
C: 1.35938 -2.84266 -2.77812
H: 1.93706 -3.60595 -2.24530
C: 0.35020 -3.21623 -3.67330
H: 0.17918 -4.26795 -3.88362
C: -0.45312 -2.23418 -4.26169
H: -1.26911 -2.53452 -4.91457
C: -0.21587 -0.89134 -4.00967
H: -0.86747 -0.11898 -4.41847
C: 0.47620 2.53232 -3.42266
C: 0.58125 3.40769 -4.53130
H: 1.43407 3.28209 -5.19462
C: -0.39844 4.36263 -4.76169
H: -0.35941 4.99132 -5.65501
C: -1.44228 4.51946 -3.83608
H: -2.21726 5.26261 -4.01507
C: -1.49276 3.73305 -2.67354
H: -2.29010 3.88611 -1.93447
C: -0.53136 2.73657 -2.45577
H: -0.53878 2.15226 -1.53713
W: -0.00885 -0.00079 2.91153
C: -1.57671 -1.29198 2.35091
C: -1.86469 -1.45252 1.02270
H: -2.19533 -1.81998 3.07655
C: -1.00766 -0.70594 0.01307
O: -1.89667 0.05947 -0.84721
H: -1.40997 0.40219 -1.61443
C: -0.08578 0.11634 0.81282
H: -0.40565 -1.42612 -0.57333
C: 0.68786 0.99991 1.41092
Cl: 1.77424 1.10942 4.11214
P: -1.43781 2.00418 3.18895
P: 1.60708 -1.91705 2.93980
C: -0.88130 2.91322 4.65155
H: 0.13617 3.28492 4.48912
H: -0.87592 2.24331 5.51781
H: -1.56295 3.75278 4.82057
C: -1.51686 3.22318 1.85455
H: -2.11825 2.83388 1.02178
H: -0.50902 3.44434 1.48030
H: -1.97659 4.14671 2.23374
C: -3.12985 1.46445 3.48778
H: -3.14442 0.78095 4.34568
H: -3.49847 0.93739 2.59913
H: -3.74593 2.35120 3.68310
C: 2.33814 -2.00102 4.60119
H: 1.53668 -2.11038 5.34081
H: 2.85966 -1.05897 4.80943
H: 3.04060 -2.83908 4.65616
C: 0.83469 -3.52538 2.63666
H: 0.43234 -3.54474 1.61464
H: 0.00327 -3.65379 3.34210
H: 1.57766 -4.32492 2.76746
C: 3.00459 -1.82193 1.78101
H: 3.45631 -0.82102 1.81341
H: 2.65756 -2.01656 0.75624
H: 3.75695 -2.57579 2.05810
P: -3.21881 -2.52363 0.42267
C: -3.77635 -3.46500 1.84769
C: -2.64037 -3.62931 -0.87241
H: -4.10665 -2.77096 2.63461
H: -2.94864 -4.08291 2.22879
H: -4.61886 -4.11756 1.56729
H: -2.26865 -3.05605 -1.72855
H: -3.46281 -4.27491 -1.20877
H: -1.83423 -4.26624 -0.49089
C: -4.55269 -1.50710 -0.21140
H: -4.94220 -0.87897 0.59751
H: -5.36056 -2.14286 -0.59705
H: -4.15979 -0.86560 -1.00736
H: 1.43245 1.70699 1.12612
N: -0.92789 -0.67854 6.11994
C: -0.72099 -0.43878 4.98873

=====

(4)
Density functional theory data (ωB97M-V/def2-TZVPD) for 4 unconnected molecules or ions with the total composition C33H46N2O9 at a distorted geometry.

Output
Lowest unoccupied orbital energy in eV: -1.8
Total charge: 0
Multiplicity: 1
SMILES: COCCCCCCCNC[C@H](CCCO)OCCN.O=C1C=CC(=O)C=C1.O=C1C=CC(=O)C=C1.O=C1C=CC(=O)C=C1

Cartesian coordinates (Å):
C: 0.65020 3.30579 -2.20736
O: -0.60781 3.36238 -2.84757
C: -1.62168 2.71882 -2.10431
C: -2.95351 2.78659 -2.82700
C: -4.11977 2.56225 -1.85613
C: -5.18611 1.57765 -2.36128
C: -4.65840 0.23274 -2.90984
C: -3.45151 -0.36134 -2.17974
C: -3.61229 -0.44133 -0.65830
N: -2.94113 -1.62851 -0.10675
C: -1.54396 -1.37625 0.18691
C: -0.56489 -1.76737 -0.88850
C: -0.61270 -3.25125 -1.16925
C: -0.10446 -4.08404 0.01652
C: 0.54683 -5.37664 -0.46602
O: 1.93864 -5.22190 -0.72809
O: 0.68956 -1.30987 -0.39677
C: 1.73633 -1.26615 -1.33683
C: 1.63375 -0.07978 -2.29434
N: 2.98004 0.49747 -2.48919
H: 1.09612 4.29193 -2.17240
H: 0.56960 2.96822 -1.17690
H: 1.31057 2.60633 -2.70513
H: -1.36613 1.68424 -1.87957
H: -1.73590 3.21814 -1.13703
H: -3.02172 3.71972 -3.36915
H: -2.91912 2.00447 -3.57571
H: -3.78092 2.28077 -0.86924
H: -4.61060 3.52173 -1.72934
H: -5.91652 1.41057 -1.57626
H: -5.70309 2.07661 -3.17366
H: -5.45908 -0.49594 -2.82433
H: -4.45551 0.33916 -3.96828
H: -3.33401 -1.38433 -2.51933
H: -2.54980 0.14662 -2.48232
H: -4.64607 -0.37958 -0.34458
H: -3.11092 0.42281 -0.22340
H: -3.42614 -1.89022 0.73994
H: -1.26565 -1.97632 1.05179
H: -1.34175 -0.33453 0.45940
H: -0.78021 -1.24434 -1.82054
H: -0.00133 -3.45857 -2.04649
H: -1.60774 -3.57209 -1.43771
H: -0.97075 -4.38033 0.59534
H: 0.60615 -3.52575 0.60879
H: 0.05386 -5.66870 -1.39275
H: 0.42988 -6.16338 0.26400
H: 2.03474 -4.45304 -1.31249
H: 1.86479 -2.19010 -1.89926
H: 2.64866 -1.12362 -0.77286
H: 1.29475 -0.40855 -3.26667
H: 0.96214 0.67013 -1.88534
H: 3.14921 1.21338 -1.78912
H: 3.03373 0.94960 -3.39288
C: 3.03443 -3.74621 4.13752
C: 1.95185 -3.55209 3.38921
C: 0.63362 -3.26377 4.00636
O: -0.35700 -3.08721 3.32613
C: 0.56853 -3.19894 5.48754
C: 1.65089 -3.39236 6.23546
C: 2.97036 -3.68084 5.61873
O: 3.95655 -3.85549 6.30043
H: 4.00502 -3.95888 3.70820
H: 1.98078 -3.59611 2.30802
H: -0.40241 -2.98714 5.91770
H: 1.62513 -3.34925 7.31672
C: 5.68118 4.68212 -0.46904
C: 4.82532 3.75875 -0.89821
C: 4.62665 3.50966 -2.34685
O: 3.84358 2.66927 -2.73706
C: 5.41732 4.32615 -3.29973
C: 6.27319 5.24981 -2.87120
C: 6.47340 5.50033 -1.42164
O: 7.25371 6.34012 -1.03046
H: 5.84204 4.88084 0.58279
H: 4.23869 3.15044 -0.22131
H: 5.25604 4.12665 -4.35141
H: 6.85951 5.85714 -3.54864
C: -2.53878 1.79327 3.84048
C: -1.50892 1.64993 4.67093
C: -0.84502 0.33382 4.85579
O: 0.09470 0.20410 5.61090
C: -1.37343 -0.81529 4.08037
C: -2.40426 -0.67143 3.25383
C: -3.06705 0.64296 3.06616
O: -3.99633 0.77040 2.29654
H: -3.03515 2.74331 3.68810
H: -1.10678 2.47515 5.24474
H: -0.87463 -1.76585 4.22152
H: -2.80108 -1.49765 2.67870

=====

no.,electronic energy (eV)
1,-196605.408
2,-167747.286
3,-89992.749
4,-56368.825